# 1
{"formula": "C4H13N3", "method": "the ωB97M-V functional and the def2-TZVPD basis", "elements": ["H", "H", "H", "H", "H", "H", "H", "N", "N", "H", "H", "C", "H", "H", "C", "C", "H", "N", "C", "H"], "xyz": [[0.784, 0.153, 1.494], [0.614, -2.908, -0.512], [0.412, -2.640, 1.210], [-0.092, 2.521, 0.069], [0.892, -0.281, -1.147], [-1.133, -1.471, -1.039], [-1.303, -1.071, 1.831], [0.104, -2.507, 0.260], [-1.708, 1.388, -0.504], [2.417, -0.093, 0.856], [-0.265, 2.289, -1.696], [-0.922, -1.660, 0.005], [-1.756, 0.434, 0.250], [1.800, 1.517, 1.196], [1.529, 0.538, 0.795], [-0.411, 1.834, -0.714], [1.706, 1.228, -1.227], [-1.569, -0.947, 0.859], [0.991, 0.672, -0.619], [-2.090, 1.006, -1.366]], "homo_lumo_gap_ev": 8.22, "largest_force_ev_per_a": 3.9, "multiplicity": 1}

---

# 2
{"formula": "C4H13N2O", "method": "the ωB97M-V functional and the def2-TZVPD basis", "elements": ["O", "H", "C", "H", "H", "N", "H", "H", "H", "C", "H", "H", "H", "H", "C", "C", "H", "N", "H", "H"], "xyz": [[0.384, -2.639, 0.568], [-1.819, 0.230, -0.753], [-1.219, 0.736, 0.009], [-0.632, 2.104, -1.699], [-0.025, -0.071, 1.559], [1.122, -0.363, -0.233], [0.958, 3.136, 0.297], [1.592, -1.245, -0.055], [1.573, 0.556, -0.043], [-0.486, 1.978, -0.627], [0.247, -3.572, 0.380], [1.452, 2.700, -1.144], [-1.086, 2.759, -0.142], [-1.213, -1.720, -0.706], [-0.238, -0.344, 0.529], [-0.667, -1.796, 0.281], [0.835, -0.308, -1.213], [0.911, 2.365, -0.355], [-1.559, -2.038, 0.852], [-1.822, 0.931, 0.877]], "total_charge": 1, "homo_lumo_gap_ev": 10.96, "largest_force_ev_per_a": 3.4, "multiplicity": 1}